(1)
Molecular formula: C47H44AsCrGeN3O11S
Method: DFT, ωB97M-V with the def2-TZVPD basis set

Its charge is -1. As for the frontier orbital gap (alpha / beta): 0.217 / 0.221 hartree. As for the multiplicity: 4. The value obtained for the HOMO energy (alpha / beta) is -5.63 / -5.80 eV.

Each line ends with the Mulliken charge.
CARTESIAN COORDINATES (ANGSTROEM)
Cr1 -0.44 0.28 2.12  -0.1099
O1 4.26 0.33 8.68  -0.4823
C1 4.24 -0.46 7.57  0.6053
O2 5.19 -1.16 7.32  -0.5656
C2 3.02 -0.38 6.75  0.9038
C3 3.08 -0.70 5.39  -1.3019
C4 1.96 -0.65 4.60  0.4260
C5 0.71 -0.27 5.12  0.6618
C6 0.66 0.04 6.50  -1.1713
C7 1.78 -0.02 7.28  -1.3683
N1 -0.38 -0.26 4.29  1.1183
C8 -1.60 0.00 4.76  0.2042
C9 -2.70 0.03 3.91  -0.3756
C10 -4.03 0.10 4.39  -1.1051
C11 -5.07 -0.05 3.51  -0.7114
C12 -4.79 -0.25 2.15  -0.8835
C13 -3.46 -0.23 1.75  -0.7092
N2 -2.44 -0.07 2.57  1.5344
H1 3.49 0.92 8.69  0.3230
H2 4.04 -0.97 4.96  0.4832
H3 2.03 -0.85 3.54  0.0362
H4 -0.27 0.34 6.97  0.2838
H5 1.68 0.20 8.34  0.3410
H6 -1.77 0.20 5.82  0.1061
H7 -4.20 0.24 5.44  0.5116
H8 -6.10 -0.01 3.85  0.4212
H9 -5.57 -0.41 1.44  0.5209
H10 -3.19 -0.36 0.71  0.6099
O3 3.96 1.22 1.56  -0.8855
As1 2.49 0.80 0.69  0.5964
O4 3.06 -0.24 -0.40  -0.5589
O5 1.45 0.18 1.82  0.8786
C14 1.77 2.53 0.20  0.0074
C15 1.90 2.99 -1.10  -0.5556
C16 1.34 4.20 -1.46  -0.3540
C17 0.69 4.97 -0.50  -0.8930
C18 0.60 4.51 0.80  -0.2864
C19 1.11 3.27 1.15  0.0799
S1 1.08 2.89 2.92  1.6241
O6 0.69 4.14 3.55  -0.9196
O7 2.43 2.49 3.28  -1.0689
O8 0.09 1.85 3.32  -0.8606
H11 3.64 1.71 2.34  0.5169
H12 2.42 2.35 -1.80  0.3654
H13 1.42 4.55 -2.48  0.4355
H14 0.27 5.93 -0.77  0.3972
H15 0.14 5.10 1.59  0.6298
C20 -1.95 2.82 1.62  -1.6975
O9 -1.05 1.88 1.19  0.4122
H16 -1.99 3.64 0.90  0.2433
H17 -1.66 3.22 2.60  0.3132
H18 -2.97 2.39 1.71  0.3162
O10 0.40 0.56 -1.12  0.5716
C21 -0.73 0.36 -0.67  0.0669
O11 -1.01 -0.43 0.28  -0.5699
C22 -1.89 1.00 -1.43  -0.5381
C23 -2.18 0.10 -2.61  -1.6644
Ge1 -0.64 -0.07 -3.88  1.8979
C24 -1.41 -1.27 -5.31  -0.1288
C25 -2.67 -1.85 -5.20  -0.3037
C26 -3.14 -2.73 -6.16  -0.7231
C27 -2.37 -3.03 -7.27  -0.4161
C28 -1.11 -2.45 -7.40  -0.7563
C29 -0.65 -1.59 -6.42  -0.1476
C30 1.09 -0.94 -3.52  0.5129
C31 1.15 -2.33 -3.42  -0.7139
C32 2.36 -2.97 -3.24  -0.7154
C33 3.53 -2.23 -3.18  -0.7097
C34 3.48 -0.85 -3.27  -0.7878
C35 2.27 -0.21 -3.44  0.2959
C36 -0.34 1.68 -4.79  0.3879
C37 0.73 1.85 -5.67  -0.0932
C38 0.93 3.05 -6.32  -0.6777
C39 0.07 4.12 -6.11  -0.4855
C40 -0.99 3.97 -5.24  -0.7416
C41 -1.19 2.76 -4.59  -0.3504
H19 -1.57 1.98 -1.75  -0.0397
H20 -2.76 1.10 -0.78  0.4260
H21 -3.03 0.48 -3.19  0.6247
H22 -2.45 -0.89 -2.25  0.5839
H23 -3.29 -1.63 -4.34  0.2264
H24 -4.12 -3.17 -6.05  0.3850
H25 -2.73 -3.71 -8.02  0.3630
H26 -0.50 -2.68 -8.26  0.3895
H27 0.34 -1.15 -6.52  0.2490
H28 0.24 -2.90 -3.49  0.3656
H29 2.40 -4.05 -3.16  0.4635
H30 4.48 -2.72 -3.04  0.3596
H31 4.39 -0.27 -3.20  0.3873
H32 2.22 0.86 -3.49  0.2271
H33 1.41 1.03 -5.84  0.1559
H34 1.76 3.16 -7.01  0.4033
H35 0.23 5.06 -6.62  0.3676
H36 -1.67 4.79 -5.07  0.4057
H37 -2.03 2.65 -3.92  0.1824
C42 0.14 -6.22 1.46  -1.5997
C43 0.04 -4.75 1.69  1.5838
C44 0.72 -3.83 0.89  -1.6696
C45 0.58 -2.47 1.14  -0.1532
N3 -0.18 -1.99 2.12  1.0939
C46 -0.82 -2.86 2.89  -0.2420
C47 -0.74 -4.23 2.72  -1.2469
H38 0.85 -6.45 0.67  0.3442
H39 -0.83 -6.63 1.18  0.3309
H40 0.46 -6.73 2.38  0.3630
H41 1.34 -4.15 0.08  0.4493
H42 1.11 -1.76 0.51  0.2828
H43 -1.43 -2.45 3.68  0.2751
H44 -1.28 -4.89 3.38  0.4097

=====

(2)
Molecular formula: C47H45GeN6O2S2Ti
Method: DFT, ωB97M-V with the def2-TZVPD basis set

Its charge is -1. As for the frontier orbital gap (alpha / beta): 0.134 / 0.177 hartree. As for the multiplicity: 3. The value obtained for the HOMO energy (alpha / beta) is -1.68 / -2.86 eV.

Each line ends with the Mulliken charge.
CARTESIAN COORDINATES (ANGSTROEM)
Ti1 11.57 11.48 10.62  -2.4135
C1 8.57 14.60 6.85  -0.9542
O1 8.98 13.88 8.03  -0.1650
C2 9.96 12.98 7.93  -0.4025
O2 10.53 12.59 8.98  0.6256
N1 10.30 12.55 6.68  -0.1633
N2 11.28 11.55 6.58  -0.3981
H1 8.00 15.47 7.21  0.2035
H2 7.91 13.99 6.21  0.3284
H3 9.44 14.97 6.27  0.3894
H4 9.52 12.55 6.00  0.2192
H5 11.71 11.56 5.65  0.2497
H6 10.92 10.63 6.84  0.2143
C3 7.64 9.62 11.66  -0.9621
C4 7.59 8.59 10.72  -0.9228
C5 8.65 8.41 9.86  -1.1354
C6 9.77 9.26 9.93  1.0025
C7 9.81 10.36 10.81  1.3382
C8 8.73 10.49 11.68  -0.4647
C9 10.99 9.02 9.18  1.0075
C10 11.32 7.74 8.67  -1.1143
C11 12.55 7.51 8.10  -1.7095
C12 13.42 8.60 7.92  0.9823
C13 14.67 8.47 7.27  -0.7340
C14 15.45 9.57 7.01  -1.0336
C15 14.99 10.85 7.35  -0.7467
C16 13.79 11.00 8.01  0.3633
C17 13.01 9.90 8.37  -0.5204
N3 11.84 10.06 9.08  1.2661
H7 6.83 9.75 12.38  0.4369
H8 6.73 7.92 10.68  0.3349
H9 8.64 7.60 9.12  0.3469
H10 8.73 11.28 12.43  0.2897
H11 10.59 6.93 8.80  0.3107
H12 12.83 6.51 7.77  0.2653
H13 14.98 7.47 6.97  0.3703
H14 16.42 9.45 6.52  0.3359
H15 15.58 11.73 7.10  0.4101
H16 13.39 12.00 8.21  0.3252
C18 12.49 15.02 9.29  -0.3101
C19 13.53 14.14 9.86  -0.0494
N4 13.30 12.91 10.32  1.2045
C20 14.48 12.30 10.72  -0.4341
C21 15.60 13.07 10.58  -0.1269
S1 15.21 14.61 9.91  -0.2881
C22 14.41 10.97 11.24  -1.1006
C23 15.45 10.21 11.73  -0.2863
S2 14.88 8.70 12.33  -0.3330
C24 13.26 9.15 11.91  0.1750
N5 13.17 10.35 11.34  1.3240
C25 12.10 8.27 12.17  -0.9125
H17 11.50 14.77 9.70  -0.6928
H18 12.46 14.88 8.18  0.3775
H19 12.74 16.08 9.50  0.5765
H20 16.64 12.81 10.86  0.3645
H21 16.52 10.50 11.76  0.3430
H22 12.23 7.80 13.18  0.5078
H23 12.06 7.46 11.41  0.2826
H24 11.15 8.84 12.16  -0.0361
C26 11.57 11.25 16.08  -1.6762
C27 11.64 12.16 14.86  1.5316
C28 11.84 11.39 13.59  -0.5300
N6 11.36 11.86 12.49  1.2310
H25 11.35 11.82 17.00  0.4486
H26 12.53 10.72 16.22  0.3173
H27 10.79 10.49 15.95  0.2879
H28 12.52 12.84 14.96  -0.2272
H29 10.72 12.78 14.81  -0.4816
C29 10.79 13.02 11.94  1.1288
Ge1 10.59 14.69 12.94  1.2719
C30 8.86 14.50 13.96  0.6403
C31 7.79 13.98 13.22  0.1066
C32 6.60 13.58 13.82  -0.7616
C33 6.45 13.71 15.19  -0.4963
C34 7.47 14.27 15.95  -0.7892
C35 8.67 14.65 15.34  -0.0387
C36 12.16 15.44 13.91  0.3347
C37 12.31 15.58 15.29  -0.3540
C38 13.48 16.07 15.85  -0.6935
C39 14.54 16.43 15.03  -0.6195
C40 14.42 16.29 13.65  -0.7793
C41 13.24 15.81 13.10  -0.0157
C42 10.06 16.17 11.72  0.4189
C43 10.35 17.50 12.03  -0.7756
C44 9.87 18.55 11.26  -0.6844
C45 9.06 18.30 10.16  -0.6465
C46 8.76 16.98 9.83  -0.7796
C47 9.27 15.93 10.59  0.2650
H30 9.76 12.81 11.57  -0.9856
H31 7.88 13.88 12.13  0.1559
H32 5.81 13.16 13.21  0.3920
H33 5.52 13.39 15.67  0.3429
H34 7.36 14.39 17.03  0.3889
H35 9.46 15.08 15.97  0.1508
H36 11.48 15.30 15.96  0.0767
H37 13.55 16.17 16.93  0.3859
H38 15.47 16.82 15.46  0.3210
H39 15.25 16.54 12.99  0.4049
H40 13.16 15.73 12.02  0.1215
H41 10.97 17.73 12.91  0.3178
H42 10.13 19.58 11.54  0.3826
H43 8.67 19.12 9.57  0.3682
H44 8.11 16.76 8.97  0.2217
H45 9.03 14.90 10.29  -0.0402

=====

(3)
Molecular formula: C47H46CaCl2GeIN5PS
Method: DFT, ωB97M-V with the def2-TZVPD basis set

Its charge is +1. As for the frontier orbital gap: 0.246 hartree. The value obtained for the HOMO energy is -9.09 eV.

Each line ends with the Mulliken charge.
CARTESIAN COORDINATES (ANGSTROEM)
Ca1 0.94 0.56 0.35  2.0453
N1 0.27 3.73 -2.88  0.0637
C1 0.23 3.62 -1.38  3.2392
C2 1.29 4.49 -0.75  -1.9133
C3 1.29 4.29 0.77  0.0055
N2 1.82 2.96 1.11  -0.3176
C4 -0.11 4.48 1.34  -1.6600
C5 -1.21 3.70 0.63  0.0833
N3 -1.11 2.26 0.89  0.2287
C6 -1.16 3.94 -0.88  -1.7678
H1 1.08 3.21 -3.25  0.4045
H2 0.29 4.70 -3.21  0.4470
H3 -0.54 3.26 -3.29  0.2862
H4 0.44 2.56 -1.24  -2.1652
H5 1.08 5.54 -0.96  0.4296
H6 2.28 4.26 -1.16  0.6361
H7 1.93 5.07 1.20  0.4665
H8 1.88 2.87 2.12  0.2158
H9 2.78 2.88 0.78  0.0089
H10 -0.35 5.55 1.28  0.4663
H11 -0.11 4.24 2.41  0.4978
H12 -2.18 4.09 1.00  0.5888
H13 -1.96 1.80 0.59  -0.5171
H14 -1.06 2.11 1.90  0.1516
H15 -1.42 4.98 -1.09  0.3486
H16 -1.91 3.30 -1.37  0.6634
I1 0.70 0.32 3.67  0.3498
C7 -0.93 -0.52 4.74  -0.0211
C8 -0.83 -0.19 6.07  -0.6999
C9 -1.71 -0.71 7.03  -0.9925
C10 -2.67 -1.58 6.62  -0.8067
C11 -2.80 -1.94 5.26  0.8237
C12 -3.82 -2.87 4.95  -0.8048
C13 -4.03 -3.28 3.67  -1.2321
C14 -3.22 -2.72 2.66  -0.2865
C15 -2.22 -1.80 2.90  0.7580
P1 -1.52 -1.16 1.33  1.3468
C16 -1.26 -2.69 0.38  0.8608
C17 -2.12 -3.16 -0.61  0.0946
C18 -1.83 -4.34 -1.28  -0.9282
C19 -0.69 -5.06 -0.96  -0.7386
C20 0.17 -4.60 0.03  -0.6507
C21 -0.11 -3.41 0.69  -1.0936
C22 -2.94 -0.34 0.56  -0.4205
C23 -2.83 0.00 -0.79  0.4326
C24 -3.79 0.77 -1.41  -0.6080
C25 -4.88 1.24 -0.68  -0.8662
C26 -4.99 0.93 0.66  -0.9425
C27 -4.03 0.14 1.28  -0.8094
C28 -1.95 -1.39 4.25  0.3967
H17 -0.05 0.48 6.40  0.4255
H18 -1.60 -0.42 8.07  0.3984
H19 -3.35 -2.03 7.33  0.3851
H20 -4.43 -3.24 5.76  0.4066
H21 -4.80 -3.99 3.41  0.4683
H22 -3.41 -3.03 1.64  0.2884
H23 -3.02 -2.61 -0.86  0.5088
H24 -2.50 -4.69 -2.05  0.3991
H25 -0.47 -5.98 -1.49  0.4319
H26 1.06 -5.14 0.28  0.5133
H27 0.58 -3.05 1.45  0.4564
H28 -1.98 -0.34 -1.38  0.1920
H29 -3.70 0.98 -2.47  0.4085
H30 -5.63 1.85 -1.16  0.4314
H31 -5.83 1.30 1.23  0.4474
H32 -4.14 -0.11 2.33  0.4768
Cl1 3.93 1.80 -1.37  -0.1291
C29 4.95 1.29 -0.03  0.8894
C30 6.25 1.74 0.00  -0.7223
C31 7.08 1.34 1.04  -0.5217
C32 6.57 0.54 2.05  -0.6545
C33 5.25 0.13 2.02  0.6250
Cl2 4.63 -0.74 3.39  -0.1609
C34 4.39 0.45 0.95  -1.5215
N4 3.07 0.09 0.83  -0.6819
H33 6.61 2.37 -0.80  0.4507
H34 8.11 1.66 1.06  0.3786
H35 7.19 0.24 2.88  0.4463
S1 3.75 -3.80 1.36  -0.2997
C35 3.26 -2.31 1.21  0.3006
N5 2.76 -1.22 1.12  0.0462
Ge1 0.87 0.28 -2.52  0.7869
C36 2.18 -1.14 -2.92  0.0511
C37 2.10 -2.32 -2.19  0.2889
C38 3.00 -3.35 -2.39  -0.9724
C39 4.02 -3.20 -3.32  -0.6039
C40 4.12 -2.03 -4.05  -0.7353
C41 3.20 -1.01 -3.85  -0.0477
C42 -0.70 -0.15 -3.67  -0.1621
C43 -1.35 0.80 -4.46  -0.2189
C44 -2.52 0.51 -5.15  -0.8707
C45 -3.07 -0.76 -5.07  -0.6967
C46 -2.43 -1.73 -4.31  -0.3830
C47 -1.26 -1.42 -3.62  0.0060
H36 1.46 1.48 -3.40  -0.5380
H37 1.31 -2.46 -1.45  0.2192
H38 2.92 -4.26 -1.81  0.4676
H39 4.74 -4.00 -3.47  0.3993
H40 4.91 -1.91 -4.78  0.4149
H41 3.29 -0.10 -4.44  0.3281
H42 -0.91 1.79 -4.60  0.4875
H43 -2.98 1.27 -5.77  0.4222
H44 -3.97 -1.00 -5.61  0.3920
H45 -2.83 -2.73 -4.25  0.4591
H46 -0.78 -2.20 -3.04  0.3252

=====

(4)
Molecular formula: C47H46N3
Method: DFT, ωB97M-V with the def2-TZVPD basis set

Its charge is +1. As for the frontier orbital gap: 0.163 hartree. The value obtained for the HOMO energy is -9.03 eV.

Each line ends with the Mulliken charge.
CARTESIAN COORDINATES (ANGSTROEM)
C1 4.87 -3.10 3.49  -0.8288
C2 3.89 -2.68 2.40  -0.6619
C3 4.12 -1.27 1.87  0.5142
N1 4.42 -0.27 2.89  0.2916
C4 4.24 1.05 2.59  1.0195
C5 3.50 1.58 1.56  -0.7442
C6 3.62 3.06 1.49  -0.7151
C7 4.46 3.45 2.74  -0.7248
C8 4.85 2.15 3.46  -0.7162
C9 5.22 -0.63 4.04  -0.6932
C10 4.99 -2.04 4.59  -0.7850
H1 4.52 -4.03 3.95  0.3529
H2 5.86 -3.31 3.06  0.3434
H3 3.97 -3.38 1.55  0.4022
H4 2.86 -2.77 2.78  0.3008
H5 4.92 -1.31 1.10  0.2518
H6 3.22 -0.95 1.32  -0.9535
H7 2.91 1.00 0.85  0.3400
H8 4.13 3.42 0.60  0.2760
H9 2.65 3.56 1.50  0.2456
H10 5.36 4.01 2.45  0.2853
H11 3.87 4.11 3.40  0.2831
H12 4.46 2.15 4.49  0.3066
H13 5.94 2.08 3.53  0.2616
H14 6.30 -0.50 3.82  0.3528
H15 5.00 0.09 4.85  0.3405
H16 4.08 -2.05 5.20  0.3351
H17 5.83 -2.27 5.25  0.3604
C11 -3.55 6.89 1.91  -0.4167
C12 -3.15 6.31 3.12  -0.7009
C13 -3.30 4.94 3.32  -0.2419
C14 -3.85 4.16 2.29  0.2272
N2 -3.97 2.75 2.50  0.7459
C15 -5.24 2.21 2.84  0.2441
C16 -6.18 1.98 1.82  -0.0336
C17 -7.46 1.57 2.17  -0.7565
C18 -7.79 1.35 3.51  -0.4339
C19 -6.84 1.57 4.52  -0.6705
C20 -5.56 2.01 4.19  -0.2493
C21 -2.99 1.88 1.94  0.4271
C22 -2.23 1.09 2.82  -0.4375
C23 -1.13 0.39 2.34  -1.0468
C24 -0.87 0.36 0.94  0.5073
C25 0.24 -0.39 0.46  -0.3760
C26 0.19 -1.17 -0.71  0.9128
C27 1.42 -1.68 -1.22  -0.8658
C28 1.47 -2.22 -2.49  -0.6135
C29 0.27 -2.46 -3.20  1.1323
N3 0.36 -2.99 -4.48  0.9211
C30 -0.73 -3.63 -5.15  -0.6692
C31 -1.46 -2.90 -6.11  0.1281
C32 -2.54 -3.52 -6.74  -0.6991
C33 -2.82 -4.87 -6.49  -0.4320
C34 -1.99 -5.62 -5.65  -0.7294
C35 -0.94 -5.00 -4.97  -0.0702
C36 1.53 -2.72 -5.26  -0.7169
C37 2.47 -3.73 -5.47  -0.0088
C38 3.59 -3.46 -6.25  -0.7130
C39 3.73 -2.21 -6.87  -0.4071
C40 2.76 -1.21 -6.68  -0.8702
C41 1.68 -1.45 -5.83  0.2290
C42 -0.98 -2.12 -2.65  -0.8371
C43 -1.02 -1.45 -1.44  -0.7590
C44 -1.71 1.10 0.07  -1.2225
C45 -2.75 1.86 0.56  0.0283
C46 -4.30 4.73 1.10  0.0874
C47 -4.12 6.11 0.90  -0.8903
H18 -3.41 7.96 1.75  0.3739
H19 -2.73 6.92 3.92  0.3726
H20 -3.01 4.44 4.25  0.3696
H21 -5.89 2.16 0.78  0.2501
H22 -8.20 1.42 1.39  0.3718
H23 -8.79 1.01 3.78  0.3741
H24 -7.09 1.41 5.56  0.3753
H25 -4.80 2.22 4.94  0.3267
H26 -2.49 1.09 3.89  0.3802
H27 -0.48 -0.16 3.01  0.4824
H28 1.15 -0.39 1.06  0.3889
H29 2.33 -1.57 -0.63  0.3364
H30 2.44 -2.49 -2.94  0.4434
H31 -1.16 -1.88 -6.35  0.3385
H32 -3.15 -2.94 -7.42  0.3945
H33 -3.67 -5.34 -6.98  0.3911
H34 -2.15 -6.69 -5.52  0.3863
H35 -0.26 -5.56 -4.31  0.4066
H36 2.31 -4.71 -4.99  0.3706
H37 4.35 -4.23 -6.37  0.4044
H38 4.59 -2.01 -7.50  0.3882
H39 2.85 -0.25 -7.17  0.3885
H40 0.93 -0.68 -5.62  0.4377
H41 -1.90 -2.36 -3.20  0.5067
H42 -1.98 -1.12 -1.05  0.6404
H43 -1.51 1.09 -1.00  0.6269
H44 -3.39 2.45 -0.10  0.1996
H45 -4.78 4.10 0.35  0.1368
H46 -4.44 6.55 -0.03  0.3739